(1)
{
  "formula": "C21H44BrF7GaN2O",
  "method": "ωB97M-V/def2-TZVPD",
  "elements": ["H", "H", "H", "H", "C", "H", "F", "F", "H", "H", "F", "H", "H", "H", "C", "C", "C", "H", "Ga", "H", "H", "H", "C", "H", "C", "H", "H", "C", "H", "H", "H", "H", "H", "F", "F", "O", "H", "H", "C", "C", "F", "H", "H", "H", "C", "C", "C", "H", "C", "H", "H", "H", "H", "H", "Br", "H", "N", "C", "H", "H", "H", "H", "H", "F", "C", "H", "C", "H", "C", "H", "C", "C", "H", "H", "C", "N", "C"],
  "xyz": [[4.620, 7.057, 0.625], [-5.798, -0.852, -5.835], [6.489, 5.578, 1.375], [-4.927, -1.115, -0.807], [2.647, -1.847, 1.131], [2.316, 5.368, -0.667], [2.409, -4.813, 4.661], [-0.193, -4.944, -0.101], [0.823, 6.892, 0.368], [0.911, -6.528, 2.414], [-1.523, -1.787, 0.329], [-4.026, -0.390, -2.152], [6.285, 4.584, -0.076], [0.998, -0.810, 0.124], [3.986, 4.773, 2.183], [1.840, -6.142, 2.803], [-1.452, -3.098, 0.396], [-7.958, -2.697, -3.920], [1.321, -3.329, 1.638], [1.000, 2.352, 1.637], [1.754, 4.569, 0.766], [2.694, 0.631, 1.978], [-4.897, -2.339, -2.593], [2.708, 1.399, 0.384], [0.812, 1.348, 1.237], [-6.057, 0.111, -2.957], [0.336, 0.818, 3.046], [-6.291, -0.646, -3.709], [-7.333, -0.451, -3.979], [4.482, 6.129, -0.862], [-6.503, -2.893, -5.883], [2.534, -6.979, 2.760], [-4.380, -0.741, -4.782], [0.479, -5.732, 4.674], [0.355, -3.055, -1.077], [0.020, 0.635, 2.153], [4.467, 5.553, 4.139], [-5.281, -3.787, -4.967], [-6.927, -3.020, -3.740], [6.154, 5.585, 0.337], [-2.330, -3.613, -0.515], [0.286, 1.459, 0.299], [4.936, 4.235, 2.247], [-6.848, -4.511, -5.303], [2.170, 0.706, 1.030], [-5.401, -0.387, -4.933], [2.381, 5.397, 0.426], [2.409, 7.573, 0.707], [4.708, 6.042, 0.205], [3.459, -2.319, 0.593], [-4.196, -2.534, -3.419], [-1.736, -3.453, 1.379], [4.605, 6.763, 2.871], [-5.001, -3.282, -2.049], [0.134, -2.521, 3.596], [6.807, 6.266, -0.210], [-6.214, -1.947, -3.073], [2.051, -0.657, 0.324], [3.015, 6.263, 3.461], [-5.347, 0.687, -5.125], [2.579, -0.626, -0.620], [2.624, -5.406, 0.955], [3.382, -4.706, 2.339], [2.219, -6.889, 4.992], [4.014, 5.911, 3.212], [-3.340, -1.729, -1.256], [-4.266, -1.330, -1.649], [-7.009, -3.849, -3.029], [-6.347, -3.574, -5.047], [2.987, -1.469, 2.088], [1.724, -5.849, 4.275], [-0.051, -3.590, 0.097], [3.237, 4.037, 2.484], [1.522, 6.696, 1.963], [1.761, 6.717, 0.900], [3.759, 5.118, 0.790], [2.422, -5.017, 1.947]],
  "mulliken_charge": [0.2837, 0.2779, 0.2912, 0.3271, -0.8770, 0.4723, -0.2528, -0.3382, 0.4324, 0.2975, -0.2365, 0.2770, 0.3234, 0.0485, -0.4640, -0.8915, -0.0477, 0.3437, -0.0033, 0.4047, -0.1940, 0.2796, -0.3041, 0.2318, -0.9275, 0.3777, 0.3215, -0.7229, 0.3635, 0.4376, 0.2275, 0.3766, 0.2576, -0.2631, -0.3116, -0.4277, 0.4011, 0.2759, -0.6886, -1.4278, -0.3287, 0.3584, 0.4426, 0.4009, -0.5201, -0.9683, -0.1372, 0.2811, -0.3828, 0.4022, 0.1959, 0.3570, 0.2466, 0.4073, -0.5471, 0.4376, 0.1150, -0.2820, 0.2890, 0.3693, 0.4338, 0.5462, 0.4752, -0.3639, -1.0958, -0.1019, -0.8797, 0.3995, -0.9794, 0.3253, 0.9004, 0.8127, 0.0628, 0.2442, -1.1363, 0.2549, -0.9862],
  "lumo_energy_ev": 2.397,
  "de_lowest_kcal_mol": 11.33,
  "total_charge": -1,
  "e_homo_ev": -5.024,
  "molar_mass_g_mol": 623.2
}

---

(2)
{
  "formula": "C5H5ClS",
  "method": "ωB97M-V/def2-TZVPD",
  "elements": ["H", "H", "C", "H", "Cl", "S", "C", "C", "H", "C", "H", "C"],
  "xyz": [[-0.471, -0.324, 2.015], [-0.353, 0.883, -2.079], [1.226, 0.453, 0.115], [-1.830, -0.820, 0.997], [-0.955, 1.945, 0.465], [-1.481, -1.156, -1.950], [-0.242, 0.262, 0.014], [2.439, 0.482, 0.122], [3.496, 0.653, 0.044], [-0.651, 0.047, -1.446], [-0.435, -1.708, 0.667], [-0.742, -0.718, 1.037]],
  "mulliken_charge": [0.3785, 0.3145, -0.9118, 0.3797, -0.1948, -0.2376, 0.9081, 0.1034, 0.4688, -0.2616, 0.3669, -1.3141],
  "lumo_energy_ev": -0.670,
  "smiles": "C#C[C@@](C)(Cl)C=S",
  "de_lowest_kcal_mol": 42.35,
  "total_charge": 0,
  "e_homo_ev": -9.251,
  "molar_mass_g_mol": 132.6
}

---

(3)
{
  "formula": "C31H45CaCl5GeN4OS2SeSi2",
  "method": "ωB97M-V/def2-TZVPD",
  "elements": ["H", "C", "H", "C", "H", "H", "N", "C", "H", "C", "H", "H", "C", "C", "C", "H", "H", "H", "H", "H", "H", "H", "Cl", "Si", "H", "Se", "H", "H", "C", "H", "C", "H", "H", "Si", "H", "H", "C", "H", "H", "H", "C", "N", "C", "H", "H", "O", "Ca", "H", "C", "C", "C", "C", "H", "C", "C", "C", "Ge", "H", "S", "C", "H", "C", "C", "N", "Cl", "H", "C", "H", "Cl", "H", "H", "C", "H", "H", "C", "C", "N", "C", "H", "H", "Cl", "H", "S", "H", "H", "H", "H", "C", "C", "H", "C", "C", "Cl"],
  "xyz": [[-1.945, 2.972, 0.653], [-1.620, -4.329, 1.697], [3.778, 3.160, -2.904], [1.734, -3.653, -3.414], [-3.749, -0.062, -2.486], [0.814, 4.420, -4.779], [-0.497, 2.043, 1.895], [1.701, 0.595, -3.499], [2.356, -3.056, -4.076], [-4.438, 1.306, 2.880], [-6.574, 1.403, 3.077], [-6.954, 0.836, 0.686], [-0.940, -0.362, 3.631], [2.220, 1.779, -6.467], [-3.325, 1.060, 2.076], [0.615, 5.622, 2.853], [2.398, 2.677, -7.055], [4.319, 0.813, -2.105], [-4.300, 1.575, 3.916], [2.267, -3.849, -2.495], [-1.202, 5.252, 1.074], [-2.414, -1.192, -2.599], [-3.085, -6.615, 1.346], [-1.638, 1.247, 2.965], [3.894, 4.010, -4.449], [1.852, 0.919, -1.568], [2.048, 3.731, 3.407], [-2.657, 1.911, 5.192], [-0.616, -3.525, 2.198], [0.679, 0.266, -3.684], [-0.931, -6.247, 2.937], [3.709, -0.778, -1.515], [-3.763, -1.548, -1.537], [-2.136, 0.142, -0.504], [2.352, -0.239, -3.755], [-1.290, 1.311, -2.500], [3.263, 1.791, 2.661], [4.498, -2.294, 2.477], [3.980, 0.982, 2.620], [3.038, 1.086, -6.645], [1.168, 3.572, 2.793], [1.740, 0.073, 1.669], [-5.739, 1.220, 2.409], [4.628, 2.416, -4.263], [-0.649, -4.854, -2.646], [-0.474, -2.668, -4.399], [-0.031, -1.219, 0.927], [-2.229, 3.335, 4.232], [3.054, -1.819, 1.180], [0.203, -4.148, 3.120], [0.619, 3.479, -4.268], [-1.636, 1.692, -1.536], [3.995, 0.537, -0.374], [0.393, 4.632, 2.476], [-3.125, -0.745, -1.903], [3.679, 0.301, -1.387], [2.084, 2.209, -4.544], [4.159, -3.486, 1.352], [0.244, -2.691, -3.087], [-5.947, 0.902, 1.085], [-1.346, -1.265, 3.180], [1.901, 1.316, 2.186], [3.777, 3.033, -3.983], [2.873, -0.739, 1.835], [1.159, -6.206, 4.652], [-5.045, 0.412, -0.768], [-0.601, -3.918, -2.092], [-0.087, -4.052, -1.145], [-2.779, -3.603, 0.573], [1.431, -4.572, -3.918], [0.496, 3.675, -3.206], [-1.098, 3.173, 1.293], [-0.976, 2.396, 5.034], [-2.487, 2.352, -1.733], [-1.806, -5.668, 2.027], [0.890, 2.249, 2.303], [4.255, -2.492, 1.513], [-4.858, 0.663, 0.266], [3.613, 2.612, 2.032], [0.145, -0.397, 3.552], [1.475, -3.187, 3.860], [-1.599, -3.536, -1.910], [2.114, -2.644, -0.062], [1.304, 1.314, -6.821], [-0.832, 2.286, -1.114], [3.217, 2.161, 3.688], [-1.192, -0.412, 4.693], [-1.927, 2.328, 4.504], [-3.539, 0.721, 0.715], [-0.317, 3.068, -4.638], [-0.704, 4.424, 1.562], [0.083, -5.478, 3.501], [-1.112, -7.910, 3.376]],
  "mulliken_charge": [0.4605, 0.7979, 0.3540, -1.2787, 0.4158, 0.4168, 1.4205, -0.9499, 0.3010, -0.6788, 0.3779, 0.3712, -0.9945, -1.2534, 0.3003, 0.3616, 0.3708, 0.4279, 0.1918, 0.3534, 0.4230, 0.2246, -0.2286, 0.3095, 0.3935, 0.2234, 0.2212, 0.4577, -1.0427, 0.2557, 0.6723, 0.2373, 0.2912, 0.7634, 0.3881, 0.1985, -2.0630, 0.2555, 0.5288, 0.3512, -0.6995, 1.9343, -0.7445, 0.3424, 0.4476, -0.8003, 1.0683, 0.3521, -0.1836, 0.6559, -1.2326, -1.0277, 0.2273, -0.8202, -1.5151, -1.0814, 0.7029, 0.2683, 1.0845, -0.8570, 0.0687, -0.6431, -1.2873, -0.8606, -0.2319, 0.3127, -0.8410, 0.1267, -0.2230, 0.4021, 0.3332, -0.6655, 0.3334, 0.5263, -0.4508, 0.2939, -0.6007, -0.5387, 0.3359, 0.3111, -0.1949, 0.1418, -0.4618, 0.3593, 0.0736, 0.3759, 0.5336, -1.6199, 0.7775, 0.3532, -1.0680, -0.4749, -0.2449],
  "lumo_energy_ev": 3.910,
  "de_lowest_kcal_mol": 1.81,
  "total_charge": -2,
  "e_homo_ev": -0.630,
  "molar_mass_g_mol": 978.9
}

---

(4)
{
  "formula": "C20H25N5",
  "method": "ωB97M-V/def2-TZVPD",
  "elements": ["H", "H", "H", "N", "H", "H", "C", "H", "H", "H", "C", "H", "C", "N", "C", "C", "C", "C", "H", "C", "C", "C", "C", "C", "C", "C", "N", "H", "H", "H", "C", "H", "H", "N", "C", "C", "H", "H", "H", "H", "H", "H", "N", "C", "C", "H", "C", "H", "H", "H"],
  "xyz": [[0.895, 1.927, -0.149], [-0.023, 0.452, -5.526], [2.285, -1.803, 0.389], [-0.045, -1.017, 0.465], [4.469, -0.663, 0.303], [6.304, -1.824, 1.918], [-1.860, -4.368, -0.669], [2.193, -3.525, 2.322], [-1.620, -4.873, -1.587], [0.402, -2.354, -0.996], [5.356, -2.238, 1.755], [1.631, -0.041, -1.940], [-4.325, 4.365, 3.672], [0.495, 1.314, -5.546], [-1.326, -4.551, 0.582], [1.385, 3.008, -6.556], [3.173, -3.090, 1.886], [0.740, 0.932, -0.206], [-4.148, 2.820, 2.051], [0.865, 2.159, -4.503], [-3.693, 3.462, 2.872], [0.771, 1.793, -6.813], [-2.869, -3.255, -0.468], [-2.886, -2.794, 0.765], [-2.240, 3.430, 3.304], [4.532, -1.571, 0.889], [-3.458, 4.755, 4.606], [-2.032, -3.632, 2.439], [-1.638, 4.485, 5.296], [-3.737, 5.248, 5.696], [1.406, 3.295, -5.071], [-3.659, -2.777, -1.096], [1.779, 3.735, -7.254], [-1.993, -3.652, 1.464], [-2.259, 4.197, 4.532], [0.102, 0.391, 0.837], [-5.279, 4.821, 3.686], [-3.732, -2.180, 1.345], [-0.108, 0.973, 1.759], [-0.589, -5.198, 0.869], [1.792, 4.191, -4.435], [0.607, 1.999, -3.564], [3.231, -2.037, 0.917], [0.464, -1.253, -0.809], [4.428, -3.308, 2.389], [4.632, -3.887, 3.243], [1.039, -0.071, -1.209], [-0.555, -1.670, 0.961], [0.626, 1.076, -7.720], [-1.527, 2.804, 2.908]],
  "mulliken_charge": [0.5688, 0.2163, 0.3136, 0.2296, 0.3763, 0.3929, -0.5633, 0.2234, 0.4320, 0.4875, -0.5564, 0.9369, -0.5755, -0.0234, -0.6215, -0.4361, -0.1712, -0.5384, 0.3064, -0.4465, -0.2672, -0.4367, -0.1176, -0.3693, -0.3795, -0.2697, -0.1539, 0.1428, 0.4158, 0.3343, -0.3644, 0.3386, 0.3698, -0.0702, -0.3630, -0.4781, 0.4117, 0.2852, 0.3736, 0.4881, 0.2732, 0.5829, 0.0326, -0.9653, -0.6910, 0.3867, -0.8287, 0.1887, 0.2672, 0.3116],
  "lumo_energy_ev": 0.524,
  "smiles": "c1cc[nH]c1.c1cc[nH]c1.c1cc[nH]c1.c1cc[nH]c1.c1cc[nH]c1",
  "de_lowest_kcal_mol": 185.60,
  "total_charge": 0,
  "e_homo_ev": -8.205,
  "molar_mass_g_mol": 335.5
}

---

(5)
{
  "formula": "C8H15N4",
  "method": "ωB97M-V/def2-TZVPD",
  "elements": ["N", "C", "C", "H", "C", "H", "H", "C", "H", "H", "H", "N", "H", "C", "N", "N", "C", "H", "H", "H", "C", "H", "C", "H", "H", "H", "H"],
  "xyz": [[2.139, 1.417, 0.671], [-4.213, 0.937, 0.064], [-0.945, -2.497, 0.281], [-4.845, 0.355, -0.619], [4.474, -0.137, 0.090], [1.325, 1.929, 0.938], [0.047, 1.700, -1.474], [-0.380, -0.053, -0.104], [5.395, -0.795, -0.072], [3.227, -1.615, -0.725], [-0.432, -3.104, -0.506], [-2.607, -0.871, -0.017], [4.693, 0.720, 0.676], [3.303, -0.608, -0.349], [0.963, -0.416, -0.221], [-2.915, 0.330, 0.186], [2.119, 0.222, -0.015], [-1.617, 1.253, -0.908], [-0.784, 2.013, 0.308], [-4.747, 0.771, 0.939], [-0.666, 1.377, -0.560], [2.835, 2.133, 0.402], [-1.245, -1.109, 0.012], [0.968, -1.425, -0.271], [-4.111, 1.947, -0.272], [-1.890, -2.914, 0.252], [-0.485, -2.724, 1.357]],
  "mulliken_charge": [-0.4067, -0.8898, -1.4719, 0.3669, -0.7033, 0.2589, 0.2914, 0.8563, 0.2354, 0.3374, 0.3953, -0.5328, 0.2902, -0.4554, -0.0159, -0.1105, 0.8628, 0.5561, 0.3875, 0.3465, -1.4703, 0.2834, 0.3636, 0.1410, 0.3268, 0.4732, 0.2837],
  "lumo_energy_ev": -4.588,
  "smiles": "C=C/C(N)=[NH+]/C(C)=C(C)/N=N/C",
  "de_lowest_kcal_mol": 74.37,
  "total_charge": 1,
  "e_homo_ev": -11.878,
  "molar_mass_g_mol": 167.2
}